(1)
ORCA calculation (ωB97M-V with the def2-TZVPD basis set) on 2 unconnected molecules or ions with the total composition C2H4O2 in a non-equilibrium geometry.

```
! RIJCOSX wB97M-V def2-TZVPD def2/J DEFGRID3
* xyz 0 1
C 1.197 1.586 0.146
H 0.837 -0.808 -0.277
H -0.675 0.735 0.792
H -0.414 -1.621 0.873
C -0.356 -0.975 -0.019
H -0.794 -1.504 -0.872
O 1.229 2.278 -0.756
O -1.136 0.183 0.143
*
```

Its LUMO energy is 1.02 eV. As for the gap between HOMO and LUMO: 11.54 eV. For the total energy, the calculation gives -229.04403 Eh. The energy relative to the best compared isomer or geometry (same formula, charge and spin) comes out at 39.2 kcal per mole.


(2)
ORCA calculation (ωB97M-V with the def2-TZVPD basis set) on C16H23N3OS in the gas phase in a non-equilibrium geometry.

```
! RIJCOSX wB97M-V def2-TZVPD def2/J DEFGRID3
* xyz 0 1
N -1.285 -0.697 1.010
H 4.135 6.166 -3.485
S -1.037 2.103 -1.815
N -1.416 -0.044 -0.225
H -4.229 -5.668 0.805
C 1.133 2.449 -0.270
H -3.306 -3.385 1.482
C -3.873 -6.069 1.751
C 5.189 3.192 -2.291
O -3.494 -0.612 1.381
C 3.990 2.501 -2.333
C -2.078 -1.540 3.116
H -2.954 -1.426 3.755
C 4.097 5.137 -3.158
N 0.436 1.289 0.194
C 5.245 4.512 -2.700
H 6.179 5.052 -2.666
C 2.901 4.445 -3.201
C -2.971 -3.812 2.429
H -3.791 -3.710 3.142
H 0.985 3.254 0.460
C -1.762 -3.031 2.938
H 0.482 3.956 -1.725
C 1.518 2.393 -2.805
H -1.231 -1.034 3.583
H -1.448 -3.439 3.902
H 1.007 2.574 -3.753
H -4.680 -6.000 2.476
H 3.956 1.467 -2.020
H -3.628 -7.119 1.609
C -0.627 1.039 -0.443
H -2.398 0.021 -0.481
H 1.674 1.317 -2.700
H -0.339 -0.702 1.362
C 0.616 2.876 -1.665
H -0.931 -3.147 2.239
H 2.009 4.935 -3.565
C 2.833 3.120 -2.787
H -2.305 -5.715 3.178
C -2.654 -5.292 2.233
H -1.846 -5.396 1.506
H 2.203 2.231 -0.313
C -2.384 -0.887 1.787
H 6.082 2.696 -1.937
*
```

Its LUMO energy is 0.73 eV. As for the gap between HOMO and LUMO: 9.45 eV. The SMILES is CCCCCC(=O)NNC1=NC[C@@H](Cc2ccccc2)S1. For the total energy, the calculation gives -1261.18212 Eh. The energy relative to the best compared isomer or geometry (same formula, charge and spin) comes out at 38.7 kcal per mole.


(3)
ORCA calculation (ωB97M-V with the def2-TZVPD basis set) on a molecular structure, C7H6NO7V in a non-equilibrium geometry.

```
! RIJCOSX wB97M-V def2-TZVPD def2/J DEFGRID3
* xyz 1 4
O -0.936 1.083 0.308
H -1.082 0.226 -2.108
O -1.450 2.357 -3.056
H 0.295 0.794 3.295
H 1.190 0.543 1.753
O 1.706 2.831 -1.050
C 1.243 -0.894 -0.383
H -0.277 -1.496 1.491
O -1.931 1.107 2.357
O 1.934 -1.473 0.373
H -0.882 -1.139 3.002
C 0.246 0.397 2.276
C -0.861 1.499 -2.541
O 1.678 -1.019 -4.297
C 1.262 1.793 -1.355
C -1.001 0.944 1.564
C 1.159 -0.575 -3.351
V 0.455 0.152 -1.765
H 0.719 -1.565 2.807
O -2.080 -2.554 -0.557
N -0.066 -1.061 2.393
C -1.321 -1.949 -1.155
*
```

Its LUMO energy (alpha / beta) is -5.58 / -6.13 eV. As for the expectation value of S²: 3.77. As for the gap between HOMO and LUMO (alpha / beta): 6.41 / 7.04 eV. For the total energy, the calculation gives -1795.38433 Eh. The energy relative to the best compared isomer or geometry (same formula, charge and spin) comes out at 72.8 kcal per mole.


(4)
ORCA calculation (ωB97M-V with the def2-TZVPD basis set) on 2 unconnected molecules or ions with the total composition C2HO2S2 in a non-equilibrium geometry.

```
! RIJCOSX wB97M-V def2-TZVPD def2/J DEFGRID3
* xyz -1 1
H -2.291 0.182 0.048
C -0.099 -0.152 -0.107
S -1.253 1.033 0.136
C 1.354 0.323 -0.052
O 1.263 1.558 0.071
S -1.255 -2.490 0.038
O 2.281 -0.454 -0.134
*
```

Its LUMO energy is 2.29 eV. As for the gap between HOMO and LUMO: 6.65 eV. For the total energy, the calculation gives -1023.57845 Eh. The energy relative to the best compared isomer or geometry (same formula, charge and spin) comes out at 92.1 kcal per mole.


(5)
ORCA calculation (ωB97M-V with the def2-TZVPD basis set) on a molecular structure, C5H8FeLiO4 in a non-equilibrium geometry.

```
! RIJCOSX wB97M-V def2-TZVPD def2/J DEFGRID3
* xyz 2 6
C -1.116 -0.368 -1.858
O -0.339 2.358 1.549
H 1.903 0.972 3.579
Fe -1.754 1.130 1.096
O -3.178 -1.567 0.712
H -1.651 -0.265 -2.824
H -0.236 1.479 -2.539
H 1.612 1.942 0.959
O -1.142 1.796 -0.782
C -2.483 -0.714 0.195
C 0.939 2.098 2.011
C 1.086 0.850 2.854
Li -0.714 3.550 0.134
H 1.247 2.951 2.645
H -0.217 -0.965 -2.083
C -0.607 1.014 -1.607
O -1.892 -1.144 -0.993
H 1.339 -0.007 2.211
H 0.166 0.634 3.419
*
```

Its LUMO energy (alpha / beta) is -9.36 / -11.89 eV. As for the expectation value of S²: 8.77. As for the gap between HOMO and LUMO (alpha / beta): 8.33 / 5.75 eV. For the total energy, the calculation gives -1766.76991 Eh.


(6)
ORCA calculation (ωB97M-V with the def2-TZVPD basis set) on 5 unconnected molecules or ions with the total composition C10H18Cl12 in a non-equilibrium geometry.

```
! RIJCOSX wB97M-V def2-TZVPD def2/J DEFGRID3
* xyz 0 1
C -6.852 -2.129 -3.077
C -2.022 1.728 -0.486
C 3.037 -3.500 5.628
H 4.427 0.325 1.223
Cl -1.138 1.585 1.077
Cl -0.114 4.910 -5.675
Cl -8.040 -2.188 -4.393
Cl 2.193 3.767 -6.929
C 1.448 4.037 -5.418
C -6.052 5.857 -3.621
H 2.016 -3.023 2.046
H 2.615 -1.315 0.649
H 3.045 0.530 2.277
H 3.823 -5.109 4.435
H 1.129 3.102 -4.958
H 2.363 -2.647 5.548
H -7.362 -2.518 -2.196
H 4.331 -0.376 2.934
H 3.966 -3.012 5.920
H 4.632 -2.675 3.573
H -2.976 1.204 -0.422
Cl -5.394 7.278 -4.441
Cl -7.856 5.817 -3.747
Cl -1.069 1.033 -1.730
H 2.536 -4.189 6.309
H -5.647 5.996 -2.619
C 3.243 -4.195 4.315
H 4.012 -1.942 0.826
H 2.314 -4.604 3.918
C 3.774 -3.221 3.182
H 2.071 -1.812 3.229
C 3.297 -1.454 1.488
C 2.713 -2.326 2.513
Cl -2.309 3.430 -0.858
Cl 2.651 4.831 -4.374
Cl -5.144 4.509 -4.263
Cl -6.347 -0.447 -2.910
C 3.829 -0.170 1.989
H 4.329 -3.817 2.456
Cl -5.475 -3.270 -3.418
*
```

Its LUMO energy is 0.27 eV. As for the gap between HOMO and LUMO: 10.75 eV. The SMILES is ClC(Cl)Cl.ClC(Cl)Cl.ClC(Cl)Cl.ClC(Cl)Cl.CCCCCC. For the total energy, the calculation gives -5914.05153 Eh. The energy relative to the best compared isomer or geometry (same formula, charge and spin) comes out at 29.1 kcal per mole.